Below is one molecule with the formula CHN3O2, with properties calculated with the ωB97M-V functional and the def2-TZVPD basis.

Calculated values
- E_LUMO (eV) = 0.3
- energy above the lowest of the compared OMol25 structures with the same formula, charge and spin (eV) = 2.162
- maximum force (eV/A) = 7.71
- structure (SMILES) = O=c1[nH]nno1
- HOMO (eV) = -10.36
- Kohn-Sham gap (eV) = 10.64

XYZ file:
```
7
Properties=species:S:1:pos:R:3:forces:R:3:nbo_charge:R:1
O 1.943636 -0.399429 -0.062641 -2.49 -0.47 -0.10 -0.57
C 0.721342 -0.364118 -0.040817 4.07 0.50 1.03 0.81
N -0.061046 0.823128 -0.015881 3.23 -0.29 0.77 -0.43
N -1.235640 0.366787 -0.003674 -7.54 -0.75 -1.42 -0.03
N -1.427920 -0.916084 -0.119657 1.23 4.62 1.72 0.07
O -0.159979 -1.414839 0.088180 2.47 0.22 -1.35 -0.33
H 0.219605 1.904553 0.154491 -0.98 -3.83 -0.64 0.48
```
Positions in Å, forces in eV/Å.